[1]
{
  "formula": "C29H32CoI2N2O2Si2",
  "method": "wB97M-V/def2-TZVPD",
  "elements": ["C", "C", "H", "C", "H", "H", "H", "C", "H", "C", "C", "H", "H", "H", "H", "H", "C", "H", "C", "Si", "C", "I", "C", "H", "C", "Co", "I", "H", "H", "C", "H", "C", "H", "C", "C", "H", "C", "C", "C", "O", "C", "O", "C", "H", "N", "H", "C", "C", "N", "H", "C", "H", "H", "Si", "C", "H", "H", "H", "H", "C", "H", "C", "C", "C", "H", "H", "H", "C", "H", "H"],
  "positions_angstrom": [[3.87, -0.09, 3.41], [4.57, -0.63, -1.00], [4.92, 0.02, 3.69], [1.13, -0.38, 2.67], [4.33, -0.26, 1.36], [-0.35, -1.79, -7.21], [1.22, -2.19, -2.16], [0.47, 1.04, -5.51], [-1.59, 1.87, 3.67], [-0.24, -1.11, -6.38], [-0.63, 1.24, 0.39], [3.04, 1.91, -1.27], [0.80, 2.82, 0.76], [4.90, -0.74, -2.04], [1.36, 1.48, -1.66], [-3.63, -1.89, -0.38], [-0.89, -1.09, -2.63], [-3.76, -0.95, 3.80], [-1.22, 3.58, 0.45], [-1.41, -0.57, 3.48], [2.86, -0.06, 4.40], [-0.35, -3.27, 0.53], [-0.47, -0.62, -4.02], [-3.21, -1.77, 2.31], [-1.99, 1.01, 0.14], [-0.26, -0.70, 0.29], [0.91, 0.73, -8.49], [5.08, 0.24, -0.58], [2.86, -2.80, -1.86], [3.54, -0.24, 2.09], [-5.48, -0.25, -0.58], [-1.11, -1.98, 4.68], [-2.38, 1.07, 5.06], [-0.23, 2.54, 0.55], [0.31, 0.15, -6.56], [-0.15, -1.94, 5.20], [-4.29, 1.48, -0.23], [-3.14, -0.85, 2.90], [-0.63, -1.48, -5.10], [-1.80, -1.92, -2.60], [2.18, -0.40, 1.65], [-0.21, -0.58, -1.68], [-2.99, 1.98, 0.03], [0.79, -0.17, 4.81], [1.77, -0.58, 0.42], [2.56, -1.68, -3.21], [-2.55, 3.33, 0.19], [-2.17, -0.38, 0.05], [-0.13, -0.52, 2.28], [-5.14, 2.16, -0.33], [2.40, 1.19, -1.79], [4.91, -1.52, -0.45], [0.20, 1.30, -3.39], [2.68, -0.50, -1.07], [-4.48, 0.11, -0.37], [2.65, 1.21, -2.86], [-1.14, -2.91, 4.09], [-3.52, -0.03, 2.30], [-3.25, 4.15, 0.11], [-1.49, 1.06, 4.41], [3.12, 0.06, 5.44], [0.08, 0.64, -4.24], [1.55, -0.20, 4.04], [2.28, -1.93, -2.18], [0.89, 2.03, -5.68], [-1.09, -2.44, -4.91], [-0.90, 4.61, 0.58], [-3.42, -0.84, -0.24], [-0.61, 1.28, 5.02], [-1.92, -2.01, 5.42]],
  "max_force_ev_per_a": 1.07,
  "s_squared": 0.774,
  "total_charge": -2,
  "homo_lumo_gap_ev": [4.43, 5.25],
  "total_energy_ev": -107256.122,
  "spin_multiplicity": 2,
  "e_homo_ev": [-1.061, -1.880]
}



[2]
{
  "formula": "C29H32F4MnN6O",
  "method": "wB97M-V/def2-TZVPD",
  "elements": ["N", "C", "H", "H", "H", "C", "C", "H", "F", "N", "H", "C", "N", "C", "H", "H", "C", "H", "H", "H", "H", "C", "C", "H", "F", "N", "H", "H", "H", "N", "O", "H", "C", "H", "H", "N", "C", "Mn", "C", "C", "C", "H", "C", "H", "C", "H", "H", "H", "C", "H", "F", "H", "H", "C", "F", "C", "C", "C", "H", "C", "H", "C", "C", "C", "H", "C", "H", "H", "C", "C", "H", "C", "C"],
  "positions_angstrom": [[1.36, 2.66, -0.32], [3.03, 2.96, 1.43], [4.56, 3.23, 2.89], [-3.42, -3.87, 1.99], [4.50, -0.95, 0.39], [3.69, -0.28, 0.09], [0.93, 0.35, -2.36], [-2.16, -2.47, -4.37], [-0.69, 3.06, 5.53], [-5.37, -1.19, -4.55], [-1.23, 1.97, -2.42], [-1.43, 0.99, -2.83], [0.67, 0.51, 1.67], [-0.40, 0.05, -2.90], [2.93, -1.97, 1.91], [1.16, 3.04, -1.24], [2.69, 3.00, 0.08], [-4.14, -3.24, -1.85], [1.22, -0.75, 3.28], [0.70, 3.06, 0.33], [1.24, -2.16, 1.39], [-2.46, -4.29, 0.10], [3.65, 3.36, -0.86], [-3.51, 1.42, -3.19], [-1.29, 1.69, 0.33], [2.39, -0.99, 0.10], [2.28, 2.68, 2.16], [3.66, 0.56, 0.78], [5.68, 3.97, -1.18], [-2.62, -2.94, -0.45], [-4.83, -4.31, 0.54], [0.11, -1.94, -3.54], [2.07, -1.45, 1.47], [-4.02, -1.58, -1.23], [1.46, -2.56, -0.93], [-0.87, -1.22, -0.24], [-2.71, 0.69, -3.27], [0.61, 0.40, -0.29], [-2.02, 2.94, 2.22], [1.65, -0.31, 2.38], [-3.96, -2.63, -0.96], [-2.57, 4.00, 4.00], [4.94, 3.67, -0.45], [2.87, -1.86, -1.75], [-4.99, -2.97, 0.11], [-2.56, -5.00, -0.72], [3.39, 3.41, -1.91], [1.24, 1.37, -2.61], [0.02, 1.81, 3.69], [-4.87, -2.29, 0.96], [-2.98, 3.47, 1.46], [2.52, 0.27, 2.69], [-5.99, -2.88, -0.29], [-0.10, 1.39, 2.35], [1.03, 1.37, 4.47], [4.32, 3.27, 1.83], [-0.68, -1.21, -3.46], [-1.90, 3.29, 3.54], [3.89, 0.10, -0.91], [2.46, -2.15, -0.79], [3.11, -2.93, -0.37], [-1.69, -2.03, -0.34], [-1.15, 2.03, 1.66], [-2.97, -0.56, -3.81], [-3.54, -5.57, 1.45], [5.28, 3.63, 0.90], [6.28, 3.88, 1.22], [1.69, -0.35, -2.72], [-1.95, -1.51, -3.92], [-0.86, 2.72, 4.26], [-1.48, -4.40, 0.55], [-3.56, -4.54, 1.12], [-4.30, -0.90, -4.24]],
  "max_force_ev_per_a": 1.00,
  "s_squared": 6.287,
  "total_charge": 1,
  "homo_lumo_gap_ev": [5.88, 7.89],
  "total_energy_ev": -83764.006,
  "spin_multiplicity": 5,
  "e_homo_ev": [-10.413, -10.556]
}



[3]
{
  "formula": "C29H32F6N3O6SeW",
  "method": "wB97M-V/def2-TZVPD",
  "elements": ["H", "H", "C", "H", "H", "H", "H", "H", "N", "H", "W", "C", "H", "O", "N", "H", "H", "C", "H", "C", "C", "H", "O", "C", "H", "C", "H", "H", "H", "Se", "C", "H", "C", "H", "H", "F", "C", "C", "C", "C", "C", "H", "H", "C", "F", "H", "H", "C", "H", "C", "H", "O", "F", "F", "N", "F", "H", "C", "C", "C", "O", "C", "C", "C", "O", "C", "H", "C", "F", "C", "H", "H", "C", "C", "H", "O", "H", "C"],
  "positions_angstrom": [[17.38, 9.72, 6.86], [21.05, 15.10, 6.03], [8.27, 11.64, 7.37], [17.07, 14.00, 10.70], [8.23, 12.34, 8.21], [7.01, 10.37, 8.33], [11.04, 9.26, 8.83], [21.90, 14.81, 8.67], [7.90, 10.30, 7.85], [17.11, 15.24, 4.47], [18.14, 14.91, 7.67], [16.62, 10.44, 7.02], [19.40, 17.65, 6.64], [18.77, 14.00, 9.46], [15.35, 10.04, 7.09], [20.48, 13.50, 10.48], [12.83, 9.47, 7.41], [13.97, 17.71, 6.12], [20.40, 12.90, 8.74], [13.86, 19.23, 8.03], [14.86, 7.73, 8.16], [10.28, 9.10, 7.21], [16.32, 13.99, 7.43], [19.63, 16.78, 6.00], [10.00, 12.68, 6.61], [14.33, 10.97, 7.37], [17.08, 7.90, 7.78], [18.62, 14.26, 11.56], [14.87, 8.21, 9.13], [16.98, 16.67, 8.91], [18.49, 11.99, 6.92], [7.54, 11.92, 6.61], [15.12, 17.17, 6.71], [7.81, 9.69, 7.06], [13.85, 14.29, 7.80], [15.46, 19.01, 9.77], [15.06, 8.58, 6.95], [15.63, 17.57, 7.93], [18.16, 15.56, 4.48], [14.99, 18.63, 8.59], [11.99, 11.47, 7.73], [8.58, 8.65, 8.98], [8.91, 10.26, 9.73], [8.90, 9.68, 8.79], [13.28, 20.25, 8.63], [18.38, 16.40, 3.84], [20.81, 15.82, 9.72], [13.01, 10.54, 7.48], [16.19, 6.69, 6.73], [18.11, 13.69, 10.75], [18.76, 14.69, 4.24], [18.43, 16.01, 5.86], [13.51, 17.27, 4.96], [11.38, 13.68, 8.13], [10.65, 11.09, 7.84], [12.28, 19.33, 6.32], [21.61, 16.58, 6.90], [20.19, 13.74, 9.45], [20.87, 15.02, 9.00], [16.12, 7.60, 7.35], [19.34, 11.13, 7.00], [20.74, 15.94, 6.64], [13.35, 18.74, 6.83], [9.74, 11.63, 6.84], [18.80, 13.28, 6.73], [16.03, 12.74, 7.33], [14.13, 6.92, 8.09], [12.37, 12.79, 7.88], [15.74, 16.19, 6.09], [17.03, 11.75, 7.09], [14.54, 8.42, 6.06], [18.12, 12.61, 10.92], [13.64, 13.23, 7.72], [14.68, 12.33, 7.49], [19.98, 17.13, 5.04], [20.11, 15.49, 7.86], [9.81, 11.04, 5.91], [10.30, 9.69, 8.14]],
  "max_force_ev_per_a": 2.35,
  "s_squared": 2.042,
  "total_charge": 3,
  "de_lowest_kcal_mol": 0.00,
  "homo_lumo_gap_ev": [6.60, 7.14],
  "total_energy_ev": -130798.410,
  "spin_multiplicity": 3,
  "e_homo_ev": [-15.234, -15.380]
}



[4]
{
  "formula": "C29H32GaN7OS2Si",
  "method": "wB97M-V/def2-TZVPD",
  "elements": ["C", "C", "C", "N", "C", "H", "H", "H", "C", "C", "C", "N", "C", "H", "C", "C", "H", "N", "H", "N", "C", "H", "H", "H", "H", "H", "H", "C", "C", "C", "S", "H", "O", "C", "H", "C", "C", "H", "C", "C", "N", "H", "C", "C", "H", "H", "H", "C", "H", "C", "C", "C", "Si", "H", "Ga", "H", "H", "H", "C", "C", "H", "H", "C", "H", "H", "N", "S", "C", "H", "H", "H", "N", "H"],
  "positions_angstrom": [[4.74, -0.68, -1.83], [1.04, -0.09, -2.58], [4.40, 0.64, -1.54], [1.43, -0.09, -3.99], [-3.70, 1.34, -0.72], [1.51, 0.77, -2.09], [-1.95, 1.29, -2.94], [-3.72, 2.42, -0.74], [3.46, 0.52, 5.03], [-2.58, 0.69, -0.20], [-2.66, -0.10, 3.46], [-0.68, -1.17, -4.51], [-4.79, 0.64, -1.22], [-0.83, -2.32, 4.91], [2.54, 0.27, 2.46], [-2.56, -0.72, -0.18], [4.59, 0.41, 1.86], [-0.41, -0.01, -2.39], [-1.68, -1.47, 6.20], [0.26, 0.11, 3.18], [-1.08, 1.75, 5.27], [3.81, 0.62, 6.05], [-0.41, 2.08, -2.55], [-2.10, -1.09, -2.98], [-3.64, -2.50, -0.68], [-0.19, 1.95, 5.88], [-1.16, 2.55, 4.53], [3.89, 0.41, 2.68], [-1.01, -1.15, -3.08], [-0.87, 1.22, -3.05], [-1.30, 1.75, 0.40], [1.14, -2.15, -4.16], [1.97, 0.13, 1.16], [0.78, -1.23, -4.63], [-0.88, 0.08, -6.17], [-5.88, -1.52, -1.68], [0.92, 1.14, -4.60], [-1.95, 1.81, 5.92], [-3.66, -1.41, -0.69], [-0.84, -1.41, 5.51], [-6.78, -2.14, -2.05], [-2.22, 0.14, -5.00], [2.89, -0.14, 0.14], [-4.77, -0.77, -1.19], [1.41, -1.01, -2.11], [-3.49, -0.10, 4.17], [-2.82, 0.72, 2.76], [1.60, 0.25, 3.50], [-2.70, -1.04, 2.90], [3.22, -1.46, -0.14], [3.47, 0.91, -0.55], [-5.93, 1.35, -1.72], [-1.03, 0.09, 4.38], [4.42, -2.74, -1.36], [-0.17, 0.04, 1.34], [5.47, -0.89, -2.60], [4.85, 1.45, -2.09], [1.39, 1.99, -4.10], [4.36, 0.54, 3.99], [4.15, -1.72, -1.14], [1.04, -1.25, -5.69], [-0.67, -2.07, -2.61], [-1.14, 0.08, -5.11], [5.42, 0.65, 4.17], [3.19, 1.92, -0.30], [-0.53, 1.25, -4.47], [-1.23, -1.71, 0.42], [2.10, 0.38, 4.80], [0.08, -1.40, 6.10], [1.19, 1.16, -5.65], [2.73, -2.25, 0.41], [-6.84, 1.93, -2.11], [1.41, 0.37, 5.63]],
  "max_force_ev_per_a": 0.56,
  "total_charge": 0,
  "homo_lumo_gap_ev": 8.09,
  "total_energy_ev": -124997.932,
  "spin_multiplicity": 1,
  "e_homo_ev": -8.267
}



[5]
{
  "formula": "C29H32KN3O2P2S",
  "method": "wB97M-V/def2-TZVPD",
  "elements": ["H", "N", "K", "C", "S", "H", "C", "C", "C", "H", "C", "C", "C", "H", "H", "H", "O", "H", "H", "H", "C", "H", "H", "H", "C", "H", "C", "C", "C", "C", "H", "C", "H", "N", "H", "C", "N", "H", "H", "C", "H", "C", "H", "H", "H", "H", "H", "O", "C", "C", "P", "H", "H", "C", "H", "C", "C", "H", "C", "P", "C", "H", "H", "C", "H", "C", "C", "C", "C", "H"],
  "positions_angstrom": [[-1.33, -3.53, 1.36], [-5.11, 1.70, 1.96], [-1.76, 1.63, 1.74], [-2.68, -2.58, 0.00], [2.32, -3.03, -2.24], [1.98, 1.99, 6.10], [1.27, 2.12, 2.29], [-3.66, -5.13, -0.49], [2.38, 2.60, -1.66], [0.12, 3.88, 2.73], [3.59, -1.99, -3.00], [-2.00, 1.44, -3.00], [3.46, 3.12, -2.35], [-5.20, 0.12, 3.34], [-4.05, -6.13, -0.68], [5.30, 4.22, -2.19], [-3.36, -0.04, 0.77], [-0.44, -1.28, -4.27], [3.42, -0.94, -2.75], [1.59, 2.08, -2.20], [-1.20, -1.11, -2.29], [2.51, 0.38, 2.17], [-5.04, -4.18, -1.83], [3.53, 3.00, -3.42], [0.72, 3.07, 3.15], [-2.73, 1.62, -1.01], [-2.13, -3.68, 0.65], [3.29, 3.40, 0.41], [0.97, 3.03, 4.52], [-1.84, -0.31, -1.34], [5.14, 4.46, 0.26], [-3.83, -0.38, 1.97], [1.44, -0.46, -1.54], [-4.82, 0.42, 2.45], [2.98, 0.31, 4.60], [4.46, 3.80, -1.66], [0.56, 0.50, 0.10], [-2.18, -5.81, 0.92], [-1.16, 1.00, -4.92], [-2.62, -4.96, 0.41], [0.60, -2.15, 0.10], [2.62, -2.68, -0.47], [3.23, 3.51, 1.48], [0.55, 3.78, 5.17], [3.62, -2.26, -0.41], [2.61, -3.66, 0.02], [1.84, -1.65, 1.23], [-3.43, -1.33, 2.62], [2.34, 1.08, 4.19], [-0.96, -0.65, -3.57], [0.74, 2.05, 0.49], [4.58, -2.31, -2.67], [-4.17, -1.91, -1.40], [-1.35, 0.63, -3.92], [2.61, 0.09, -0.33], [-3.73, -2.76, -0.89], [1.78, 2.03, 5.04], [-2.32, 2.43, -3.27], [-2.24, 0.97, -1.71], [-1.93, -0.95, 0.36], [1.61, -0.34, -0.46], [3.51, -2.12, -4.08], [-5.27, 2.33, 2.73], [1.61, -1.74, 0.17], [-0.88, -2.11, -2.02], [2.27, 2.72, -0.27], [4.37, 3.94, -0.28], [-4.22, -4.04, -1.13], [2.08, 1.13, 2.83], [-5.95, 1.68, 1.40]],
  "max_force_ev_per_a": 1.12,
  "total_charge": 0,
  "de_lowest_kcal_mol": 62.97,
  "homo_lumo_gap_ev": 5.67,
  "total_energy_ev": -84894.940,
  "spin_multiplicity": 1,
  "e_homo_ev": -6.126
}



[6]
{
  "formula": "C29H32MnN4O4S4",
  "method": "wB97M-V/def2-TZVPD",
  "elements": ["C", "C", "H", "O", "Mn", "C", "C", "C", "H", "H", "H", "C", "H", "H", "H", "C", "N", "H", "H", "H", "N", "C", "H", "H", "H", "C", "H", "H", "H", "H", "H", "H", "O", "H", "H", "C", "S", "H", "C", "H", "C", "N", "O", "H", "H", "C", "C", "H", "C", "C", "C", "O", "H", "C", "H", "C", "C", "C", "S", "H", "C", "H", "C", "C", "H", "S", "N", "C", "C", "S", "C", "C", "C", "H"],
  "positions_angstrom": [[-5.15, 0.81, -0.13], [-2.53, -2.55, -3.68], [-0.41, -5.87, -1.73], [2.08, -2.91, 1.37], [0.44, 0.24, 0.19], [3.97, 4.61, -0.15], [-0.97, 5.39, -0.38], [2.28, 2.77, -0.15], [7.27, 4.20, 0.15], [0.11, -6.62, -0.24], [-2.65, -1.84, -1.63], [-1.91, -2.24, -2.32], [1.99, -7.86, -0.43], [-3.91, -4.37, -1.86], [-7.16, -1.85, -0.01], [-3.95, -3.10, -3.63], [1.06, 2.30, -0.18], [-2.69, -0.37, 0.01], [-5.08, -4.87, -3.08], [3.13, -6.77, 0.35], [-1.34, -3.41, -1.67], [-1.33, 2.60, -0.24], [1.77, -4.74, 0.09], [3.29, -5.46, -1.83], [-0.82, 6.46, -0.43], [-2.22, 4.88, -0.37], [-0.54, -3.82, -2.12], [1.97, -6.43, -2.46], [5.09, 2.78, 0.15], [-1.89, -3.26, -4.21], [-3.08, 5.53, -0.42], [-2.52, -1.63, -4.26], [0.01, -1.67, 0.75], [-3.36, -5.16, -3.34], [3.07, 2.03, -0.07], [-5.39, -0.53, -0.03], [-6.62, 1.69, -0.26], [-4.62, -1.28, 0.07], [1.42, -5.04, -0.89], [-1.11, -1.50, -2.43], [-3.71, 2.86, -0.25], [-0.93, -4.88, 0.02], [1.97, -1.32, -0.54], [-8.63, 0.32, -0.24], [1.37, -4.12, -1.48], [-4.08, -4.45, -2.93], [2.40, -6.02, -1.54], [6.75, 6.76, -0.19], [-7.55, 0.26, -0.18], [-3.85, 1.49, -0.15], [0.02, -5.66, -0.75], [1.84, -0.46, 1.67], [-4.58, 3.50, -0.29], [1.50, 5.02, -0.29], [1.66, 6.09, -0.32], [-1.63, -3.82, -0.42], [6.29, 4.62, 0.02], [-2.43, 3.46, -0.29], [1.54, -1.69, 0.85], [-4.59, -2.37, -3.13], [0.01, 3.16, -0.25], [-4.32, -3.18, -4.65], [2.57, 4.16, -0.20], [0.18, 4.54, -0.31], [3.63, -7.74, -1.04], [-2.81, -3.13, 0.55], [-1.47, 1.26, -0.15], [-2.66, 0.71, -0.09], [2.81, -7.16, -0.61], [4.37, 6.27, -0.31], [-6.77, -0.84, -0.07], [5.09, 3.85, 0.02], [6.04, 5.95, -0.15], [-1.01, -5.04, 1.01]],
  "max_force_ev_per_a": 0.93,
  "s_squared": 8.754,
  "total_charge": 0,
  "de_lowest_kcal_mol": 0.00,
  "homo_lumo_gap_ev": [6.31, 6.24],
  "total_energy_ev": -119407.270,
  "spin_multiplicity": 6,
  "e_homo_ev": [-7.592, -7.593]
}